{
  "formula": "C3H7N3S",
  "method": "wB97M-V/def2-TZVPD",
  "symbols": ["H", "N", "C", "N", "S", "C", "C", "N", "H", "H", "H", "H", "H", "H"],
  "positions_angstrom": [[-0.21, -2.06, 0.84], [-0.32, -1.81, -0.14], [-0.29, -0.53, -0.28], [-0.31, 0.01, -1.56], [-0.41, -0.86, -2.99], [-0.28, 0.48, 0.77], [0.95, 1.23, 1.06], [0.46, 0.24, 2.02], [-0.43, 1.03, -1.61], [-1.64, -1.36, -2.78], [-1.19, 1.02, 0.90], [0.85, 2.29, 1.41], [1.81, 0.94, 0.43], [1.01, -0.62, 1.91]],
  "e_above_lowest_kcal_mol": 50.3,
  "lumo_ev": 0.743,
  "homo_energy_ha": -0.3339,
  "e_tot_ev": -18528.287,
  "max_force_ev_per_a": 2.4
}


{
  "formula": "C8H16N",
  "method": "wB97M-V/def2-TZVPD",
  "symbols": ["C", "C", "C", "C", "C", "C", "C", "C", "N", "H", "H", "H", "H", "H", "H", "H", "H", "H", "H", "H", "H", "H", "H", "H", "H"],
  "positions_angstrom": [[0.11, -1.01, -0.44], [1.20, -0.34, -0.17], [-0.88, 0.01, 0.17], [-0.18, -2.21, -1.16], [2.63, -0.39, -0.18], [-1.75, -0.55, 1.28], [-1.60, 0.78, -0.90], [0.65, 2.23, 0.58], [0.40, 0.77, 0.76], [-0.78, -2.89, -0.58], [0.77, -2.60, -1.34], [-0.77, -1.95, -2.09], [2.87, -1.04, -1.08], [2.92, -0.85, 0.73], [2.99, 0.62, -0.27], [-1.27, -0.38, 2.30], [-2.11, -1.57, 1.07], [-2.67, 0.04, 1.43], [-2.58, 1.12, -0.64], [-1.82, 0.21, -1.78], [-0.97, 1.62, -1.26], [1.46, 2.61, 1.29], [1.10, 2.42, -0.43], [-0.14, 2.83, 0.86], [0.41, 0.51, 1.84]],
  "s_squared": 2.01,
  "e_above_lowest_kcal_mol": 46.1,
  "lumo_ev": [-2.695, -6.552],
  "homo_energy_ha": [-0.3372, -0.5611],
  "e_tot_ev": -10032.371,
  "spin_multiplicity": 3,
  "max_force_ev_per_a": 10.6,
  "total_charge": 1
}


{
  "formula": "C22H26N2O3S",
  "method": "wB97M-V/def2-TZVPD",
  "symbols": ["O", "C", "C", "C", "C", "N", "S", "O", "O", "C", "C", "C", "C", "C", "C", "C", "C", "C", "N", "C", "C", "C", "C", "C", "C", "C", "C", "C", "H", "H", "H", "H", "H", "H", "H", "H", "H", "H", "H", "H", "H", "H", "H", "H", "H", "H", "H", "H", "H", "H", "H", "H", "H", "H"],
  "positions_angstrom": [[-0.46, -1.37, 1.80], [-0.58, -0.16, 1.84], [-0.34, 0.67, 0.59], [-1.35, 0.27, -0.50], [-1.02, 0.98, -1.81], [0.35, 0.77, -2.22], [0.67, -0.37, -3.38], [-0.36, -0.26, -4.37], [2.03, -0.18, -3.77], [0.54, -2.05, -2.63], [0.85, -2.98, -3.75], [2.16, -3.36, -4.00], [2.46, -4.17, -5.08], [1.45, -4.61, -5.92], [0.14, -4.23, -5.68], [-0.16, -3.42, -4.60], [1.35, 1.06, -1.23], [1.08, 0.35, 0.10], [-0.86, 0.47, 3.01], [-0.63, -0.25, 4.26], [0.60, 0.36, 4.93], [0.30, 1.81, 5.30], [-0.56, 2.52, 4.28], [-0.85, 3.86, 4.45], [-1.69, 4.54, 3.59], [-2.29, 3.85, 2.55], [-2.02, 2.51, 2.36], [-1.13, 1.84, 3.20], [-0.41, 1.74, 0.80], [-1.31, -0.81, -0.61], [-2.36, 0.54, -0.19], [-1.18, 2.06, -1.70], [-1.64, 0.62, -2.63], [-0.48, -2.15, -2.27], [1.26, -2.09, -1.83], [2.95, -3.00, -3.36], [3.48, -4.45, -5.27], [1.68, -5.24, -6.77], [-0.65, -4.56, -6.33], [-1.18, -3.11, -4.41], [1.37, 2.14, -1.07], [2.31, 0.75, -1.66], [1.81, 0.68, 0.84], [1.17, -0.73, -0.01], [-1.51, -0.15, 4.90], [-0.47, -1.30, 4.00], [1.43, 0.32, 4.23], [0.87, -0.21, 5.82], [-0.23, 1.84, 6.26], [1.23, 2.37, 5.44], [-0.40, 4.39, 5.29], [-1.89, 5.59, 3.74], [-2.98, 4.36, 1.89], [-2.53, 1.96, 1.58]],
  "e_above_lowest_kcal_mol": 19.5,
  "lumo_ev": 0.631,
  "homo_energy_ha": -0.3214,
  "e_tot_ev": -43194.743,
  "max_force_ev_per_a": 1.1
}


{
  "formula": "C66H86As4F24N12O2",
  "method": "wB97M-V/def2-TZVPD",
  "symbols": ["C", "C", "O", "N", "H", "H", "C", "H", "H", "H", "H", "H", "H", "C", "C", "O", "N", "H", "H", "C", "H", "H", "H", "H", "H", "H", "C", "N", "C", "C", "C", "C", "C", "C", "C", "C", "N", "C", "C", "C", "H", "H", "H", "H", "H", "H", "H", "H", "H", "H", "H", "H", "H", "H", "C", "N", "C", "C", "C", "C", "C", "C", "C", "C", "N", "C", "C", "C", "H", "H", "H", "H", "H", "H", "H", "H", "H", "H", "H", "H", "H", "H", "C", "N", "C", "C", "C", "C", "C", "C", "C", "C", "N", "C", "C", "C", "H", "H", "H", "H", "H", "H", "H", "H", "H", "H", "H", "H", "H", "H", "C", "N", "C", "C", "C", "C", "C", "C", "C", "C", "N", "C", "C", "C", "H", "H", "H", "H", "H", "H", "H", "H", "H", "H", "H", "H", "H", "H", "C", "N", "C", "C", "C", "C", "C", "C", "C", "C", "N", "C", "C", "C", "H", "H", "H", "H", "H", "H", "H", "H", "H", "H", "H", "H", "H", "H", "As", "F", "F", "F", "F", "F", "F", "As", "F", "F", "F", "F", "F", "F", "As", "F", "F", "F", "F", "F", "F", "As", "F", "F", "F", "F", "F", "F"],
  "positions_angstrom": [[-0.19, -6.90, -7.55], [-1.70, -6.75, -7.36], [-2.48, -6.45, -8.23], [-2.14, -6.88, -5.89], [-1.50, -6.42, -5.27], [-3.00, -6.43, -5.61], [-2.31, -8.33, -5.49], [0.19, -7.91, -7.38], [0.31, -6.13, -6.97], [0.13, -6.68, -8.57], [-2.63, -8.97, -6.32], [-2.96, -8.36, -4.62], [-1.40, -8.84, -5.16], [-3.23, 7.00, -0.38], [-3.93, 6.20, -1.47], [-3.92, 6.53, -2.71], [-4.75, 4.98, -1.07], [-4.25, 4.16, -1.37], [-4.60, 4.93, -0.08], [-6.28, 5.09, -1.26], [-2.23, 6.62, -0.20], [-3.76, 6.90, 0.57], [-3.15, 8.06, -0.62], [-6.84, 4.42, -0.60], [-6.54, 4.89, -2.29], [-6.60, 6.07, -0.92], [-9.66, -2.98, -12.44], [-8.43, -2.39, -12.05], [-8.06, -2.21, -10.77], [-6.88, -1.58, -10.45], [-6.04, -0.99, -11.44], [-6.51, -1.15, -12.74], [-7.63, -1.98, -13.03], [-4.88, -0.05, -11.12], [-4.86, 1.20, -11.76], [-3.81, 2.09, -11.47], [-2.93, 1.89, -10.42], [-3.05, 0.74, -9.71], [-4.00, -0.27, -10.03], [-1.83, 2.88, -10.18], [-10.41, -2.29, -12.06], [-9.71, -3.99, -12.03], [-9.78, -3.00, -13.53], [-8.76, -2.68, -10.09], [-6.41, -1.45, -9.49], [-5.83, -0.87, -13.54], [-7.87, -2.31, -14.03], [-5.55, 1.49, -12.53], [-3.55, 3.01, -11.97], [-2.30, 0.75, -8.93], [-4.11, -1.10, -9.36], [-0.96, 2.52, -10.73], [-1.64, 2.97, -9.11], [-2.21, 3.84, -10.52], [-16.00, -4.43, 8.68], [-14.62, -4.38, 8.15], [-13.54, -4.85, 8.83], [-12.27, -4.74, 8.32], [-12.06, -4.14, 7.08], [-13.18, -3.69, 6.38], [-14.50, -3.80, 6.94], [-10.72, -3.93, 6.43], [-9.67, -4.89, 6.43], [-8.44, -4.62, 5.84], [-8.26, -3.44, 5.33], [-9.21, -2.41, 5.29], [-10.45, -2.67, 5.84], [-6.89, -3.10, 4.88], [-16.52, -5.24, 8.17], [-16.50, -3.47, 8.56], [-15.88, -4.58, 9.76], [-13.78, -5.40, 9.72], [-11.47, -5.17, 8.90], [-13.18, -3.31, 5.37], [-15.38, -3.38, 6.49], [-9.80, -5.84, 6.94], [-7.63, -5.34, 5.85], [-8.94, -1.54, 4.71], [-11.26, -1.96, 5.94], [-6.47, -4.04, 4.52], [-6.30, -2.81, 5.74], [-6.96, -2.34, 4.10], [7.70, 7.68, 2.73], [6.94, 7.99, 3.95], [7.64, 8.27, 5.05], [7.02, 8.81, 6.11], [5.58, 8.93, 6.19], [4.89, 8.35, 5.12], [5.59, 7.88, 4.01], [4.82, 9.71, 7.20], [5.47, 10.80, 7.72], [4.82, 11.61, 8.69], [3.55, 11.26, 9.08], [2.96, 10.15, 8.63], [3.53, 9.39, 7.65], [2.72, 11.94, 10.14], [7.88, 8.64, 2.24], [7.06, 7.22, 1.97], [8.58, 7.05, 2.89], [8.72, 8.29, 5.05], [7.67, 9.28, 6.82], [3.82, 8.18, 5.12], [5.19, 7.50, 3.08], [6.39, 11.07, 7.22], [5.24, 12.51, 9.13], [2.02, 9.80, 9.02], [3.09, 8.50, 7.22], [3.10, 11.57, 11.09], [1.64, 11.82, 10.07], [2.97, 12.99, 10.28], [8.84, -1.66, -4.70], [9.22, -2.67, -5.67], [8.29, -3.08, -6.56], [8.72, -3.78, -7.70], [10.11, -4.08, -7.91], [10.97, -3.71, -6.94], [10.51, -3.07, -5.81], [10.54, -4.97, -8.99], [10.57, -4.47, -10.32], [11.36, -5.18, -11.24], [11.89, -6.38, -10.98], [11.67, -6.98, -9.83], [10.97, -6.31, -8.78], [12.62, -7.11, -12.02], [8.21, -0.90, -5.16], [9.71, -1.23, -4.20], [8.16, -2.21, -4.06], [7.27, -3.01, -6.21], [7.96, -4.13, -8.38], [12.02, -3.87, -7.09], [11.13, -2.59, -5.08], [10.28, -3.46, -10.58], [11.67, -4.76, -12.19], [11.98, -8.01, -9.71], [10.70, -6.67, -7.80], [12.87, -6.48, -12.87], [11.98, -7.91, -12.39], [13.56, -7.27, -11.50], [6.63, 3.79, 14.42], [6.29, 3.10, 13.16], [7.07, 2.03, 12.77], [6.65, 1.36, 11.65], [5.55, 1.68, 10.90], [4.87, 2.80, 11.36], [5.22, 3.53, 12.47], [5.16, 0.93, 9.67], [4.90, 1.62, 8.54], [4.62, 0.84, 7.35], [4.54, -0.51, 7.35], [4.80, -1.19, 8.48], [4.99, -0.49, 9.65], [4.28, -1.34, 6.15], [6.99, 4.78, 14.14], [7.46, 3.34, 14.96], [5.74, 3.92, 15.04], [7.85, 1.67, 13.43], [7.10, 0.40, 11.42], [3.96, 3.10, 10.86], [4.79, 4.38, 12.98], [5.15, 2.67, 8.51], [4.54, 1.32, 6.39], [4.85, -2.26, 8.43], [5.14, -1.08, 10.54], [3.95, -2.36, 6.36], [5.13, -1.31, 5.46], [3.37, -0.88, 5.78], [0.80, 0.84, -2.34], [1.91, 1.25, -3.68], [-0.23, 2.06, -3.13], [-0.42, 0.44, -1.07], [1.96, -0.39, -1.69], [1.62, 1.99, -1.17], [-0.02, -0.38, -3.40], [-2.28, 3.66, 5.65], [-3.04, 2.31, 6.56], [-3.40, 3.34, 4.30], [-1.61, 5.12, 4.74], [-1.11, 4.04, 6.89], [-1.16, 2.51, 4.90], [-3.39, 4.88, 6.41], [-7.83, -2.21, -2.67], [-8.91, -3.35, -3.53], [-9.12, -1.60, -1.59], [-6.81, -1.10, -1.73], [-6.45, -2.81, -3.77], [-8.25, -0.92, -3.80], [-7.35, -3.53, -1.46], [4.35, -8.12, -2.57], [4.92, -6.39, -2.30], [4.41, -7.92, -4.38], [3.68, -9.83, -2.86], [4.34, -8.30, -0.79], [2.72, -7.49, -2.62], [6.04, -8.63, -2.67]],
  "e_above_lowest_kcal_mol": 0.0,
  "lumo_ev": -12.988,
  "homo_energy_ha": -0.6594,
  "e_tot_ev": -400310.395,
  "max_force_ev_per_a": 7.2,
  "total_charge": 8
}


{
  "formula": "C5H8FNO",
  "method": "wB97M-V/def2-TZVPD",
  "symbols": ["C", "C", "C", "C", "C", "H", "H", "H", "H", "H", "H", "H", "H", "N", "O", "F"],
  "positions_angstrom": [[0.52, -0.67, 0.45], [1.42, -1.17, -0.60], [0.74, 0.08, -0.90], [-0.97, 1.10, -0.06], [-1.06, -0.27, 0.59], [2.09, 0.12, 1.78], [1.04, 1.45, 0.94], [0.99, -1.95, -1.27], [2.45, -1.09, -0.36], [-0.16, -0.25, -1.41], [-1.68, 0.98, -0.90], [-1.44, 2.03, 0.59], [-1.23, -0.36, 1.57], [1.15, 0.22, 1.25], [0.44, 1.45, -0.70], [-1.94, -0.94, -0.11]],
  "e_above_lowest_kcal_mol": 185.2,
  "lumo_ev": 0.986,
  "homo_energy_ha": -0.2971,
  "e_tot_ev": -11562.388,
  "max_force_ev_per_a": 8.5
}


{
  "formula": "C5H6N2O",
  "method": "wB97M-V/def2-TZVPD",
  "symbols": ["N", "C", "C", "C", "C", "O", "N", "C", "H", "H", "H", "H", "H", "H"],
  "positions_angstrom": [[2.75, -0.75, -0.28], [1.48, -0.27, 0.04], [0.29, -0.93, 0.28], [-0.71, 0.16, 0.17], [-2.02, 0.25, -0.10], [-3.06, -0.57, -0.13], [0.01, 1.41, 0.06], [1.29, 1.16, 0.02], [2.82, -1.70, -0.25], [3.48, -0.29, 0.33], [0.21, -2.02, 0.35], [-2.29, 1.29, -0.34], [-3.04, -1.45, 0.13], [2.07, 1.89, -0.09]],
  "e_above_lowest_kcal_mol": 36.1,
  "lumo_ev": 0.489,
  "homo_energy_ha": -0.2950,
  "e_tot_ev": -10308.039,
  "max_force_ev_per_a": 3.4
}


{
  "formula": "C3H3LiO3Tb",
  "method": "wB97M-V/def2-TZVPD",
  "symbols": ["O", "C", "C", "H", "H", "H", "Tb", "O", "C", "O", "Li"],
  "positions_angstrom": [[2.03, 0.66, 0.23], [1.61, -0.49, 0.35], [0.37, -0.92, -0.41], [2.04, -1.22, 1.04], [0.21, -1.99, -0.28], [0.51, -0.69, -1.46], [0.91, 2.45, -0.08], [-1.05, -0.12, -0.04], [-1.17, 1.15, 0.17], [-2.32, 1.61, 0.34], [-3.14, -0.44, 0.15]],
  "s_squared": 15.78,
  "e_above_lowest_kcal_mol": 0.0,
  "lumo_ev": [-9.695, -9.675],
  "homo_energy_ha": [-0.5868, -0.5848],
  "e_tot_ev": -31922.869,
  "spin_multiplicity": 8,
  "max_force_ev_per_a": 6.2,
  "total_charge": 2
}


{
  "formula": "C3H3CuLiO3",
  "method": "wB97M-V/def2-TZVPD",
  "symbols": ["O", "Li", "C", "C", "O", "C", "H", "H", "H", "Cu", "O"],
  "positions_angstrom": [[0.41, -0.43, -0.78], [-0.01, -2.44, 1.35], [1.24, 0.64, -0.94], [-0.18, -0.44, 0.61], [1.53, 1.11, 0.22], [0.68, 0.58, 1.30], [1.38, 0.17, 2.04], [0.12, 1.40, 1.76], [-2.18, -0.28, 0.85], [-1.34, -0.09, -1.57], [-1.50, 0.12, 0.29]],
  "s_squared": 0.76,
  "e_above_lowest_kcal_mol": 129.0,
  "lumo_ev": [-8.660, -13.059],
  "homo_energy_ha": [-0.7032, -0.6846],
  "e_tot_ev": -54123.247,
  "spin_multiplicity": 2,
  "max_force_ev_per_a": 3.5,
  "total_charge": 2
}